P) ORCA calculation (ωB97M-V/def2-TZVPD) on C4H6IN in the gas phase.

Values from the calculation:
Lowest unoccupied orbital energy, eV: -0.01
SMILES string: INCC1=CC1
Gap between HOMO and LUMO, eV: 8.992
Highest occupied orbital energy, Eh: -0.33099
Spin multiplicity: 1

Each line ends with the Mulliken charge.
CARTESIAN COORDINATES (ANGSTROEM)
I (3.1213, 0.1722, 0.1638)  0.0885
N (1.7547, -1.1877, -0.4867)  -0.6520
C (0.5406, -1.2274, 0.2871)  -0.6276
C (-0.5912, 0.2084, 0.2969)  0.2287
C (-1.4724, 0.9559, 0.8780)  -0.2974
C (-1.1746, 1.2590, -0.5416)  -0.5832
H (1.6927, -0.8016, -1.3855)  0.3747
H (-0.0066, -1.9400, -0.1507)  0.4204
H (0.6633, -1.4136, 1.3095)  0.3100
H (-2.1943, 0.8750, 1.6548)  0.3299
H (-1.7469, 0.9367, -1.3496)  0.2296
H (-0.5865, 2.1632, -0.6760)  0.1784

Q) ORCA calculation (ωB97M-V/def2-TZVPD) on a 2-piece molecular cluster, C4H6IN overall.

Values from the calculation:
Lowest unoccupied orbital energy, eV: -0.35
Gap between HOMO and LUMO, eV: 9.850
Highest occupied orbital energy, Eh: -0.37481
Spin multiplicity: 1

Each line ends with the Mulliken charge.
CARTESIAN COORDINATES (ANGSTROEM)
C (-0.6019, -1.8618, -0.0950)  0.1520
C (-0.7726, 0.0207, -0.8947)  -0.5764
C (0.7630, 0.5359, 0.9750)  -1.0838
C (0.5235, 0.6604, -0.5826)  -0.2410
N (-0.5205, -2.9457, 0.3772)  -0.4373
I (-2.4803, 0.8088, 0.0864)  0.1896
H (-1.0183, -0.3656, -1.9503)  0.4235
H (0.1106, 1.2126, 1.4141)  0.3789
H (1.7803, 0.5806, 1.2284)  0.3638
H (0.2590, -0.5440, 1.2343)  0.2276
H (1.4161, 0.1715, -1.0074)  0.2907
H (0.5410, 1.7265, -0.7855)  0.3125

Of them, Q) has the highest stability.

P) ORCA calculation (ωB97M-V/def2-TZVPD) on a 2-piece molecular cluster, C8H12N4 overall.

Values from the calculation:
Lowest unoccupied orbital energy, eV: 0.88
SMILES string: Cc1c[nH]cn1.Cc1c[nH]cn1
Gap between HOMO and LUMO, eV: 9.145
Highest occupied orbital energy, Eh: -0.30380
Spin multiplicity: 1

Each line ends with the Mulliken charge.
CARTESIAN COORDINATES (ANGSTROEM)
C (0.7228, 1.4786, 2.0130)  -0.9766
C (0.3751, 1.7867, 0.5837)  0.6672
C (-0.5973, 2.6768, -0.1123)  -0.6599
N (-0.3607, 2.5204, -1.5123)  -0.0863
C (0.8510, 1.7270, -1.6263)  -0.2001
N (1.2884, 1.2920, -0.4419)  -0.4502
H (1.7810, 1.1760, 1.9959)  0.2857
H (-0.1382, 0.8963, 2.3762)  0.1654
H (0.7393, 2.4387, 2.4916)  0.3597
H (-1.4007, 3.2385, 0.3717)  0.3915
H (-0.9490, 2.7644, -2.1835)  0.1077
H (1.4832, 1.4793, -2.5034)  0.3878
C (1.1645, -2.5558, -1.3117)  -1.0377
C (-0.0260, -2.1919, -0.4111)  0.6811
C (-0.2113, -2.3378, 0.9873)  -0.5784
N (-1.4899, -1.7317, 1.2536)  -0.3198
C (-2.0153, -1.1037, 0.0218)  -0.2022
N (-1.1991, -1.4831, -0.9278)  -0.5064
H (1.7723, -1.7378, -1.5098)  0.2753
H (0.6617, -2.6594, -2.3926)  0.2772
H (1.5408, -3.5460, -0.9059)  0.2821
H (0.2999, -2.6682, 1.8640)  0.4143
H (-1.4665, -1.0444, 1.9380)  0.3137
H (-2.8257, -0.4147, -0.0582)  0.4093

Q) ORCA calculation (ωB97M-V/def2-TZVPD) on a 2-piece molecular cluster, C8H12N4 overall.

Values from the calculation:
Lowest unoccupied orbital energy, eV: 0.81
SMILES string: Cc1c[nH]cn1.Cc1c[nH]cn1
Gap between HOMO and LUMO, eV: 9.327
Highest occupied orbital energy, Eh: -0.31284
Spin multiplicity: 1

Each line ends with the Mulliken charge.
CARTESIAN COORDINATES (ANGSTROEM)
C (0.1041, -3.0887, 0.3581)  -1.1459
C (0.9980, -2.0541, 0.9840)  0.7254
C (1.1164, -1.5915, 2.2669)  -0.6694
N (2.0883, -0.6148, 2.1974)  -0.0754
C (2.4289, -0.4660, 0.8997)  -0.2393
N (1.7876, -1.3243, 0.1497)  -0.5372
H (-0.9502, -2.9059, 0.5637)  0.2658
H (0.3441, -4.0976, 0.6780)  0.3448
H (0.2832, -2.9993, -0.7119)  0.3268
H (0.8968, -2.0210, 3.2300)  0.3838
H (2.6131, -0.3151, 3.0033)  0.2225
H (3.1052, 0.2924, 0.5391)  0.4093
C (-0.5606, 2.5767, -2.7796)  -1.0117
C (-1.0451, 1.9481, -1.5084)  0.5409
C (-1.2633, 0.6747, -1.0995)  -0.5344
N (-1.6634, 0.7355, 0.2323)  -0.0555
C (-1.9111, 2.0697, 0.4610)  -0.2233
N (-1.4765, 2.8123, -0.5053)  -0.5753
H (0.5263, 2.5674, -2.7943)  0.2375
H (-0.9605, 3.5818, -2.8430)  0.3103
H (-0.9072, 1.9899, -3.6328)  0.3134
H (-1.0098, -0.2571, -1.5788)  0.3635
H (-2.3533, 0.0309, 0.4626)  0.2456
H (-2.1911, 2.4559, 1.4277)  0.3778

Of them, Q) has the highest stability.

P) ORCA calculation (ωB97M-V/def2-TZVPD) on C13H17N3O4 in the gas phase.

Values from the calculation:
Lowest unoccupied orbital energy, eV: 0.08
SMILES string: NC(=O)C[C@H](N)C(=O)N[C@@H](Cc1ccccc1)C(=O)O
Gap between HOMO and LUMO, eV: 9.629
Highest occupied orbital energy, Eh: -0.35092
Spin multiplicity: 1

Each line ends with the Mulliken charge.
CARTESIAN COORDINATES (ANGSTROEM)
N (-0.4783, -5.4145, -0.1059)  -0.2834
C (-1.2452, -4.7795, -1.0006)  0.1710
O (-1.9444, -5.3386, -1.8540)  -0.6387
C (-0.9949, -3.2052, -1.1059)  -0.4622
C (-0.7815, -2.5541, 0.3140)  -0.3663
N (-1.7779, -1.3979, 0.4618)  -0.6140
C (0.6697, -2.2309, 0.4796)  0.2899
O (1.4468, -3.2576, 0.6018)  -0.7777
N (1.2911, -0.9715, 0.4522)  -0.0053
C (0.6095, 0.3683, 0.2573)  0.5024
C (1.4698, 1.5402, 0.8226)  -1.1794
C (0.9950, 2.9428, 0.5183)  0.1929
C (0.3197, 3.5283, 1.5730)  -0.4854
C (-0.2581, 4.7749, 1.3734)  -0.6759
C (-0.0838, 5.3990, 0.1237)  -0.1430
C (0.4788, 4.7660, -0.9215)  -1.0140
C (0.9617, 3.4649, -0.6875)  0.3545
C (0.4866, 0.3418, -1.2562)  0.4845
O (1.3999, 0.7592, -1.9699)  -0.6490
O (-0.6051, -0.3545, -1.6956)  -0.5573
H (-0.3418, -6.3399, -0.2089)  0.2092
H (0.2083, -4.8088, 0.3943)  0.2048
H (-0.2325, -3.0487, -1.7952)  0.4238
H (-1.8471, -2.5797, -1.5752)  0.4236
H (-0.7864, -3.3366, 1.0732)  0.6135
H (-1.6754, -0.9372, 1.4055)  0.2602
H (-2.7895, -1.7632, 0.5108)  0.2628
H (2.3495, -0.9259, 0.5136)  0.3442
H (-0.4161, 0.4482, 0.7394)  0.0504
H (1.5357, 1.3149, 1.9217)  0.4638
H (2.5683, 1.3748, 0.4644)  0.3665
H (0.1112, 2.9768, 2.4477)  0.4028
H (-0.6893, 5.3429, 2.2359)  0.2937
H (-0.4105, 6.4492, -0.0815)  0.2935
H (0.4093, 5.2295, -1.8835)  0.4082
H (1.2560, 2.8599, -1.6541)  0.2679
H (-1.2088, -0.6373, -0.8886)  0.5676

Q) ORCA calculation (ωB97M-V/def2-TZVPD) on C13H17N3O4 in the gas phase.

Values from the calculation:
Lowest unoccupied orbital energy, eV: -0.58
SMILES string: O=C(NCCN1CCOCC1)c1ccccc1[N+](=O)[O-]
Gap between HOMO and LUMO, eV: 7.552
Highest occupied orbital energy, Eh: -0.29877
Spin multiplicity: 1

Each line ends with the Mulliken charge.
CARTESIAN COORDINATES (ANGSTROEM)
O (1.2118, 0.3868, -1.7079)  -0.6678
C (1.5080, 0.0594, -0.5802)  0.1657
N (0.6310, -0.1011, 0.4295)  0.0405
C (-0.7669, 0.2342, 0.2865)  -0.1843
C (-1.6441, -1.0263, 0.4620)  -0.9755
N (-3.0610, -0.9005, 0.2600)  0.1188
C (-3.8279, -0.1411, 1.2276)  -0.7695
C (-4.0394, 1.3263, 0.8264)  -0.3610
O (-4.6059, 1.4200, -0.4616)  -0.4053
C (-3.7726, 0.8063, -1.4225)  -0.3827
C (-3.5426, -0.6750, -1.0898)  -0.7537
C (2.9298, -0.3119, -0.2345)  0.4024
C (3.3231, -1.6435, -0.2579)  -0.4679
C (4.6538, -1.9859, -0.0807)  -0.5891
C (5.6156, -1.0037, 0.1065)  -0.4891
C (5.2440, 0.3267, 0.1291)  -0.5294
C (3.9059, 0.6624, -0.0334)  0.2825
N (3.5210, 2.0489, 0.0479)  1.0002
O (2.3678, 2.2870, 0.3414)  -0.5591
O (4.3761, 2.8825, -0.1456)  -0.6077
H (0.9718, -0.3144, 1.3532)  0.3182
H (-0.8797, 0.6412, -0.7198)  0.2265
H (-1.0335, 0.9985, 1.0218)  0.1629
H (-1.4958, -1.4138, 1.4766)  0.3469
H (-1.2835, -1.7844, -0.2408)  0.3068
H (-3.3431, -0.1987, 2.2029)  0.3719
H (-4.8150, -0.6148, 1.2982)  0.3475
H (-4.7475, 1.8073, 1.5040)  0.3525
H (-3.0875, 1.8785, 0.8517)  0.2377
H (-4.2920, 0.9035, -2.3774)  0.3469
H (-2.8160, 1.3464, -1.4801)  0.2732
H (-2.8429, -1.1121, -1.8022)  0.3731
H (-4.5053, -1.1941, -1.1765)  0.3535
H (2.5816, -2.4092, -0.4285)  0.4521
H (4.9436, -3.0255, -0.0977)  0.4050
H (6.6516, -1.2757, 0.2348)  0.3903
H (5.9658, 1.1156, 0.2770)  0.4664

Of them, P) has the highest stability.

P) ORCA calculation (ωB97M-V/def2-TZVPD) on a 2-piece molecular cluster, C2H7N3O overall.

Values from the calculation:
Lowest unoccupied orbital energy, eV: 0.81
SMILES string: NC(N)=O.C=N
Gap between HOMO and LUMO, eV: 10.782
Highest occupied orbital energy, Eh: -0.36645
Spin multiplicity: 1

Each line ends with the Mulliken charge.
CARTESIAN COORDINATES (ANGSTROEM)
N (-0.3841, 0.4163, 1.1412)  -0.2799
C (-0.2261, 1.1461, 0.0053)  0.5210
N (-0.7246, 2.4371, 0.0615)  -0.4954
O (0.3782, 0.7309, -0.9685)  -0.5978
H (-0.0857, -0.5450, 1.1557)  0.2382
H (-0.9377, 0.7539, 1.9063)  0.1701
H (-0.7791, 2.8625, -0.8500)  0.2575
H (-1.5413, 2.6031, 0.6279)  0.2210
C (0.5154, -2.4817, -0.7703)  -0.1340
N (0.6790, -2.4741, 0.4895)  -0.6911
H (0.0324, -3.3444, -1.2204)  0.2736
H (0.8063, -1.6416, -1.3944)  0.1993
H (1.4012, -1.7884, 0.7255)  0.3175

Q) ORCA calculation (ωB97M-V/def2-TZVPD) on a 2-piece molecular cluster, C2H7N3O overall.

Values from the calculation:
Lowest unoccupied orbital energy (spin up / spin down), eV: -1.61 / -1.69
Gap between HOMO and LUMO (spin up / spin down), eV: 7.455 / 6.842
Highest occupied orbital energy (spin up / spin down), Eh: -0.33297 / -0.31343
Spin multiplicity: 1

Each line ends with the Mulliken charge.
CARTESIAN COORDINATES (ANGSTROEM)
C (-1.5597, 1.1591, -0.6200)  -0.5804
N (-1.4642, -0.1655, -0.1027)  -0.2602
N (-3.0488, -1.1747, 0.8924)  -0.1584
N (-2.1530, -0.5330, 1.0982)  0.1663
H (-1.5605, 1.0045, -1.7102)  0.2518
H (-2.4547, 1.7459, -0.3589)  0.3364
H (-0.6372, 1.7126, -0.3706)  0.2206
C (2.4761, -0.7148, 0.3187)  -0.5307
O (1.5070, 0.0730, -0.3403)  -0.4841
H (0.6527, -0.3730, -0.2738)  0.3441
H (2.5717, -1.7063, -0.1328)  0.2503
H (3.4262, -0.1905, 0.2233)  0.1972
H (2.2443, -0.8373, 1.3769)  0.2472

Of them, P) has the highest stability.

P) ORCA calculation (ωB97M-V/def2-TZVPD) on a 2-piece molecular cluster, C2H7N3O overall.

Values from the calculation:
Lowest unoccupied orbital energy, eV: 0.72
Gap between HOMO and LUMO, eV: 7.924
Highest occupied orbital energy, Eh: -0.26463
Spin multiplicity: 1

Each line ends with the Mulliken charge.
CARTESIAN COORDINATES (ANGSTROEM)
C (-0.3190, 0.4034, -0.4848)  0.4185
C (-1.1364, 0.2227, -1.5913)  -0.9276
N (-0.0978, 0.2499, 0.6720)  0.6124
N (-0.1305, 0.8793, 2.8083)  -0.5278
N (0.4805, 0.0612, 1.7368)  -0.9085
O (1.6566, -1.1691, -1.3163)  -0.6311
H (-0.6479, 0.8375, -2.3931)  0.2394
H (-1.3515, -0.8234, -1.9403)  0.2657
H (-2.1256, 0.5838, -1.3846)  0.3204
H (0.3473, 0.4748, 3.6911)  0.2896
H (-1.1167, 0.5974, 2.9241)  0.2270
H (2.1985, -1.1639, -2.1536)  0.3076
H (2.2425, -1.1536, -0.5683)  0.3143

Q) ORCA calculation (ωB97M-V/def2-TZVPD) on a 2-piece molecular cluster, C2H7N3O overall.

Values from the calculation:
Lowest unoccupied orbital energy, eV: 1.17
Gap between HOMO and LUMO, eV: 9.099
Highest occupied orbital energy, Eh: -0.29150
Spin multiplicity: 1

Each line ends with the Mulliken charge.
CARTESIAN COORDINATES (ANGSTROEM)
C (0.1242, 0.2151, 1.2085)  -0.0200
C (1.3380, -0.4863, 1.6613)  -1.1981
N (0.2110, -0.2504, -1.2278)  -0.8128
N (-1.6809, -0.0414, -2.3497)  -0.6940
N (-0.9902, -0.1734, -1.2594)  0.7414
O (0.3216, 1.5396, 1.1215)  -0.2728
H (2.2086, 0.0612, 1.2371)  0.2988
H (1.3407, -0.1161, 2.6305)  0.4636
H (1.2846, -1.5169, 1.5444)  0.2947
H (-1.2474, -0.5485, -3.1492)  0.3143
H (-2.6605, -0.3726, -2.2373)  0.2565
H (-1.5262, 0.0174, -0.4070)  0.3838
H (1.2766, 1.6721, 1.2270)  0.2446

R) ORCA calculation (ωB97M-V/def2-TZVPD) on C2H7N3O in the gas phase.

Values from the calculation:
Lowest unoccupied orbital energy, eV: 0.87
SMILES string: CO/N=C\NN
Gap between HOMO and LUMO, eV: 9.663
Highest occupied orbital energy, Eh: -0.32328
Spin multiplicity: 1

Each line ends with the Mulliken charge.
CARTESIAN COORDINATES (ANGSTROEM)
C (0.2623, 0.7172, 2.3067)  -0.4406
O (0.3913, 0.5453, 0.9831)  -0.1571
N (0.0627, -0.8411, 0.8472)  -0.4856
C (-0.1339, -0.9580, -0.4599)  0.0435
N (0.3742, 0.0475, -1.3929)  -0.1310
N (-0.2075, -0.0939, -2.5907)  -0.5724
H (0.7223, -0.1857, 2.6937)  0.2522
H (0.8386, 1.8034, 2.1471)  0.1504
H (-0.6919, 0.8366, 2.8071)  0.2355
H (-0.7656, -1.8999, -0.7939)  0.2632
H (0.2293, 1.0784, -1.0017)  0.3043
H (-1.3056, 0.0841, -2.7773)  0.2372
H (0.2239, -1.1340, -2.7686)  0.3004

S) ORCA calculation (ωB97M-V/def2-TZVPD) on C2H7N3O in the gas phase.

Values from the calculation:
Lowest unoccupied orbital energy, eV: 0.66
SMILES string: [H]/N=C(\N)NOC
Gap between HOMO and LUMO, eV: 9.623
Highest occupied orbital energy, Eh: -0.32943
Spin multiplicity: 1

Each line ends with the Mulliken charge.
CARTESIAN COORDINATES (ANGSTROEM)
H (1.4088, -0.9818, 1.5302)  0.1880
N (0.8017, -0.7661, 0.7345)  -0.6369
C (0.4195, 0.4509, 0.6231)  0.4884
N (0.3284, 1.4722, 1.6344)  -0.4895
N (-0.3683, 0.7650, -0.5276)  -0.3343
O (-0.1291, -0.0642, -1.6266)  -0.2351
C (-0.8183, -1.3405, -1.4323)  -0.4242
H (0.9671, 1.1431, 2.5244)  0.2634
H (0.4226, 2.5193, 1.2881)  0.2436
H (-0.1835, 1.7124, -0.8228)  0.2674
H (-0.5517, -1.7082, -0.3503)  0.1832
H (-0.3833, -2.0164, -2.2236)  0.2267
H (-1.9138, -1.1860, -1.3515)  0.2593

Of them, S) has the highest stability.